Entry 1:
70
Properties=species:S:1:pos:R:3:forces:R:3 method="wB97M-V/def2-TZVPD" smiles="C[C@H](COC(=O)CSc1nnc(I)nn1)OC(=O)CS.C1CCOC1.C1CCOC1.C1CCOC1" e_homo_ev=-9.15 molar_mass_da=646.57 gap_ev=7.89
C -1.405468 -2.970840 -1.211071 0.0 0.0 -0.1
C -0.592062 -1.723219 -1.564178 -0.1 -0.5 0.2
C -0.953634 -0.500814 -0.736074 0.2 0.0 -0.1
O -0.477008 -0.769278 0.596586 -0.2 0.2 -0.1
C -1.381670 -0.451049 1.577642 -0.3 -0.4 0.4
O -2.180971 -1.249558 1.977698 0.3 0.3 -0.2
C -1.271990 0.958661 2.104609 -0.1 0.0 -0.3
S 0.311782 1.290298 2.915692 0.0 -0.2 0.2
C 1.388948 1.201535 1.518980 -0.1 0.0 0.1
N 1.109253 1.969253 0.469020 0.2 0.0 -0.2
N 1.931143 1.912510 -0.559102 -0.3 0.0 0.3
C 2.967602 1.094486 -0.444766 0.2 -0.1 -0.3
I 4.244656 0.967442 -2.087063 -0.1 0.1 0.2
N 3.262478 0.331685 0.603201 -0.2 0.1 0.3
N 2.443944 0.390264 1.629030 0.1 0.0 -0.3
O -0.600122 -1.430374 -2.972156 0.1 0.2 0.1
C -1.529218 -0.545775 -3.459578 0.2 0.2 -0.2
O -1.184978 0.512593 -3.900297 -0.1 -0.3 0.1
C -2.945626 -1.058657 -3.430500 0.0 0.2 0.2
S -4.143918 0.018108 -4.230765 -0.3 -0.1 -0.2
H -2.221262 -3.114924 -1.916484 -0.1 0.0 0.0
H -0.776256 -3.858423 -1.262265 0.0 0.0 0.0
H -1.812306 -2.900727 -0.202293 0.0 0.0 0.0
H 0.453068 -1.930845 -1.331592 0.0 0.1 -0.1
H -0.444627 0.375401 -1.139510 0.1 0.1 0.0
H -2.026494 -0.296014 -0.725737 -0.1 -0.1 0.0
H -2.043564 1.087507 2.858147 0.0 0.1 0.1
H -1.439047 1.662707 1.286517 0.1 0.1 0.0
H -2.998355 -2.036359 -3.902918 0.0 0.0 0.0
H -3.229019 -1.222980 -2.391562 0.0 -0.1 0.0
H -3.601782 1.178394 -3.854759 0.1 0.1 0.0
C 3.238780 5.432714 -1.790846 0.1 0.0 0.0
C 3.445242 5.147287 -0.305587 0.0 0.1 0.0
C 4.932880 5.430777 -0.140990 0.0 -0.1 -0.1
O 5.251875 6.452167 -1.086005 0.0 0.0 0.0
C 4.168631 6.621063 -2.002176 0.0 0.0 0.0
H 2.206393 5.651609 -2.057566 0.0 0.0 0.0
H 3.570894 4.579353 -2.386351 0.0 0.0 0.0
H 2.856844 5.842284 0.297786 0.0 0.0 0.0
H 3.175021 4.135121 -0.016477 0.0 0.0 0.0
H 5.532179 4.541278 -0.367444 0.0 0.0 0.0
H 5.195242 5.777606 0.859176 0.0 0.0 0.0
H 3.661125 7.565605 -1.776980 0.0 0.0 0.0
H 4.567764 6.677476 -3.015305 0.0 0.0 0.0
C 3.607980 0.145233 7.313815 -0.1 0.0 0.0
C 3.346790 -1.147127 6.541522 0.1 0.0 0.0
C 2.477284 -0.649420 5.394041 0.0 0.0 0.0
O 2.897453 0.689781 5.130071 0.0 0.1 -0.1
C 3.744909 1.154380 6.180890 0.0 -0.1 0.0
H 4.490455 0.106370 7.950429 0.0 0.0 0.0
H 2.746610 0.391022 7.938580 0.0 0.0 0.0
H 4.285821 -1.550932 6.157272 0.0 0.0 0.0
H 2.859514 -1.921281 7.132033 0.0 0.0 0.0
H 1.417757 -0.638829 5.672979 0.0 0.0 0.0
H 2.587107 -1.238093 4.483034 0.0 0.0 0.0
H 4.775408 1.197499 5.811617 0.0 0.0 0.0
H 3.437733 2.161581 6.464923 0.0 0.0 0.0
C -6.054994 -5.328321 -4.215710 0.1 0.0 0.0
C -6.129233 -5.327309 -2.689682 -0.1 0.0 0.0
C -4.916542 -4.483571 -2.322669 0.0 0.0 0.0
O -4.747509 -3.542350 -3.388679 0.0 -0.1 0.0
C -5.571451 -3.913283 -4.500672 -0.1 0.0 0.0
H -7.003747 -5.551159 -4.700340 0.0 0.0 0.0
H -5.317383 -6.057782 -4.556583 0.0 0.0 0.0
H -7.046178 -4.836052 -2.358270 0.0 0.0 0.0
H -6.096422 -6.321492 -2.247704 0.0 0.0 0.0
H -4.013001 -5.098369 -2.247781 0.0 0.0 0.0
H -5.042106 -3.938136 -1.386546 0.0 0.0 0.0
H -6.408179 -3.210853 -4.565750 0.0 0.0 0.0
H -4.984440 -3.836853 -5.416508 0.0 0.0 0.0

Entry 2:
17
Properties=species:S:1:pos:R:3:forces:R:3 method="wB97M-V/def2-TZVPD" smiles="C=CC(C)=O.C=C" e_homo_ev=-8.68 relative_energy_ev=4.0182 molar_mass_da=98.14 gap_ev=8.97
C -0.190834 -0.259750 1.891145 1.3 0.7 0.1
C 0.387855 -1.067012 0.752775 -4.2 -3.2 -1.8
C -0.474567 -0.949765 -0.643423 -0.8 -1.3 2.4
C -1.734868 -0.485455 -0.692971 0.9 0.0 -0.3
O 0.922582 -2.160807 0.896127 0.5 1.9 0.1
H -0.175519 -1.736045 -1.329379 0.2 0.2 -0.2
H 0.549263 -0.225785 2.693539 -0.2 0.0 0.1
H -0.411505 0.758627 1.569576 0.0 0.0 0.1
H -1.107773 -0.726473 2.255121 0.2 -0.2 -0.3
H -2.114007 0.270495 -0.014863 0.0 -0.2 0.2
H -2.385954 -0.751507 -1.518854 0.1 0.1 0.0
C 1.227975 0.561354 -0.946536 3.0 1.4 2.6
C 0.849594 1.849207 -1.067782 -0.1 -1.1 -0.4
H 0.052150 2.270880 -0.469214 0.5 0.3 0.5
H 1.219459 2.449512 -1.890396 -0.5 -0.2 -0.4
H 1.933651 0.106233 -1.633270 -0.1 0.1 -0.2
H 1.452498 0.096292 0.148405 -0.7 1.5 -2.7

Entry 3:
13
Properties=species:S:1:pos:R:3:forces:R:3 method="wB97M-V/def2-TZVPD" smiles="C=C/C(=N/O)C(=O)O" e_homo_ev=-9.35 relative_energy_ev=4.8615 molar_mass_da=115.09 gap_ev=8.89
C -0.364015 0.278240 -0.193032 5.6 0.1 0.7
C -1.567928 -0.421785 -0.067036 -8.2 -1.8 -1.5
C -2.836979 -0.022302 0.447284 6.2 2.7 -0.7
C 0.694585 -0.878636 -0.045760 2.4 1.1 2.0
H 1.125249 2.909551 0.108634 -0.4 -0.5 -0.6
H -1.678667 -1.476759 -0.661224 0.9 2.7 1.6
H -2.965009 0.971437 0.922069 0.7 -0.5 -0.1
H -3.765132 -0.380320 0.265865 -2.3 -2.4 -0.5
H 2.327744 -1.335852 0.739639 2.9 -2.9 -1.0
N 0.021547 1.498750 -0.446497 -4.0 -0.3 1.2
O 1.239866 1.965954 -0.101763 1.3 -1.1 0.1
O 1.675523 -0.763138 0.981561 -4.7 3.3 -0.4
O 0.740988 -1.816866 -0.767079 -0.3 -0.4 -0.8

Entry 4:
48
Properties=species:S:1:pos:R:3:forces:R:3 method="wB97M-V/def2-TZVPD" e_homo_ev=-5.16 charge=-1 molar_mass_da=470.48 gap_ev=2.61
C -4.365269 0.890891 -1.349804 0.1 0.3 -0.1
C -4.033908 1.824337 -2.348271 0.3 -0.2 0.2
C -2.980254 2.735753 -2.143473 -0.2 -0.2 0.6
C -2.308751 2.732446 -0.899869 0.0 -0.4 -0.5
S -1.508208 4.191221 -0.138894 2.2 -1.0 -0.8
N -0.029905 4.386923 -0.836650 -0.5 -0.3 0.8
F -0.099961 0.335923 1.759665 0.1 -0.6 -0.5
S 1.431860 4.207580 -0.148685 -1.6 -0.5 -0.7
C 2.247154 2.754355 -0.891362 -0.1 -0.5 -0.6
C 2.395724 1.643651 -0.048788 0.3 0.3 -0.1
C 3.489433 0.799373 -0.208652 -0.1 -0.3 -0.5
C 4.301656 0.918149 -1.341805 0.0 0.2 -0.2
C 3.962042 1.842295 -2.350342 -0.3 -0.2 0.3
C 2.902696 2.749171 -2.144149 0.3 -0.2 0.6
O 2.250992 5.308851 -0.593558 0.1 -0.1 0.1
O 1.417726 3.850711 1.250032 0.0 0.5 -0.1
O -2.351002 5.278172 -0.566643 0.0 0.0 0.2
O -1.455272 3.796336 1.251364 -0.2 0.7 -0.3
C -2.454131 1.619459 -0.061176 -0.2 0.3 0.0
C -3.546978 0.774337 -0.221503 0.1 -0.4 -0.5
H -5.227561 0.226620 -1.473618 0.3 0.3 0.0
H -4.613180 1.838999 -3.281248 0.3 0.1 0.4
H -2.681350 3.423734 -2.938161 -0.3 0.1 0.5
H 1.665386 1.439900 0.729135 0.4 0.5 0.2
H 3.659138 0.032225 0.549139 0.0 0.1 -0.4
H 5.172370 0.263127 -1.469095 -0.4 0.3 0.0
H 4.535438 1.852461 -3.290983 -0.4 0.0 0.5
H 2.589536 3.422248 -2.947910 0.3 0.1 0.5
H -1.717737 1.409868 0.713528 -0.5 0.5 0.1
H -3.709456 0.000821 0.530507 0.0 0.1 -0.4
C 2.505423 -4.467769 1.358905 1.0 -0.4 -0.2
N 1.233868 -3.818329 1.529140 -0.7 0.4 0.1
C 1.249603 -2.404592 1.663184 4.6 -1.2 -1.4
O 2.354924 -1.826429 1.558584 -3.1 -0.9 0.5
C -0.009621 -1.854930 1.932502 -0.1 0.8 0.4
C -1.200715 -2.451959 1.494634 -4.1 -1.4 -2.0
O -2.292373 -1.915331 1.221980 2.8 -0.7 0.9
N -1.120640 -3.868246 1.393039 0.7 0.5 0.1
C -2.337494 -4.569427 1.080074 -1.0 -0.4 -0.3
C 0.076945 -4.603655 1.367269 0.0 -0.8 0.1
O 0.110841 -5.828259 1.219828 0.0 2.4 0.2
H 2.307975 -5.527261 1.235562 0.1 0.0 0.1
H 3.031061 -4.086825 0.474873 -0.3 0.0 0.2
H 3.178556 -4.315430 2.209678 -0.3 0.1 0.0
H -0.060256 -0.729789 2.196639 -0.2 2.1 1.8
H -2.077866 -5.616853 0.970345 -0.1 0.0 0.0
H -3.103988 -4.464270 1.855884 0.3 0.1 0.0
H -2.784489 -4.200592 0.149132 0.3 0.0 0.2

Entry 5:
7
Properties=species:S:1:pos:R:3:forces:R:3 method="wB97M-V/def2-TZVPD" smiles="O=C=C([O-])C=O" e_homo_ev="-1.95 / -1.95" charge=-1 relative_energy_ev=2.8398 molar_mass_da=85.04 gap_ev="6.12 / 6.12"
C 1.162941 -0.281195 -0.436548 -4.4 -0.1 -1.4
C -1.025963 0.155936 1.028639 -0.2 0.5 -0.2
C -0.428199 0.287649 -0.290449 0.5 -0.4 2.8
O -1.179069 0.898169 -1.177825 1.3 -0.9 0.4
O -1.728718 0.148933 2.037369 2.3 -0.3 -3.2
O 1.870596 -0.741051 0.422299 0.2 0.4 0.1
H 1.328411 -0.468442 -1.583484 0.3 0.7 1.4

Entry 6:
14
Properties=species:S:1:pos:R:3:forces:R:3 method="wB97M-V/def2-TZVPD" smiles="N[C@@H](CO)C(=O)O" e_homo_ev=-9.97 relative_energy_ev=1.6530 molar_mass_da=105.09 gap_ev=10.57
C -0.418591 0.457336 0.464560 0.8 0.7 -2.1
C -0.294711 -1.017346 0.204427 -1.5 1.5 -0.4
C -0.261492 1.251259 -0.915076 -3.8 1.5 2.2
H 1.019891 -0.017463 1.691334 0.6 -0.4 0.9
H 0.259761 1.391999 2.043866 0.5 0.4 0.8
H -1.463089 0.545290 0.832634 0.7 0.4 0.2
H -0.910758 0.736335 -1.598772 0.3 -0.4 -1.0
H -0.780563 2.273833 -0.799504 0.5 -1.1 0.2
H 1.455953 1.386453 -0.391108 0.9 0.2 0.7
H -0.832035 -2.406238 -0.680770 -0.7 -0.5 -0.9
N 0.724100 0.866186 1.330288 -2.1 -0.1 -0.9
O 0.325109 -1.717713 0.939604 0.7 -1.5 0.1
O 1.022536 1.431811 -1.242192 1.5 -0.5 -1.3
O -1.093782 -1.479225 -0.814057 1.6 -0.4 1.5

Entry 7:
13
Properties=species:S:1:pos:R:3:forces:R:3 method="wB97M-V/def2-TZVPD" e_homo_ev=-13.37 charge=+1 relative_energy_ev=1.9291 molar_mass_da=74.10 gap_ev=7.72
C 1.790609 0.765246 1.981954 -2.3 0.6 -0.1
N 1.422683 0.146993 0.928955 3.1 0.2 -1.2
H 2.650291 0.520374 2.592245 0.2 -0.1 -0.4
H 1.080091 1.534497 2.274932 0.3 0.0 0.6
H 0.690823 0.384249 0.247427 -0.8 0.2 1.0
H 2.191209 -0.333489 0.456458 -0.4 -0.9 0.3
C -1.218597 -0.128186 -2.202505 0.8 0.1 0.3
C -0.966772 -0.790198 -1.082115 1.2 1.6 0.8
O -1.136549 -0.157416 0.196803 -1.0 -0.6 -1.2
H -0.735239 -0.390422 -3.135550 -0.6 -0.5 -0.1
H -1.642361 0.869435 -2.140172 -0.3 -0.2 -0.1
H -0.287458 -1.615951 -0.939524 -0.4 -0.5 -0.4
H -1.915622 0.411187 0.080689 0.2 0.0 0.4

Entry 8:
16
Properties=species:S:1:pos:R:3:forces:R:3 method="wB97M-V/def2-TZVPD" smiles="[H]/N=C/NC.O.O" e_homo_ev=-8.72 relative_energy_ev=0.5641 molar_mass_da=94.11 gap_ev=9.60
C -1.582165 -0.640461 1.881382 -0.9 0.7 -0.9
N -0.476230 -0.621947 0.944088 -0.8 -1.3 2.1
C 0.806205 -0.544829 1.351688 0.2 1.7 -1.6
N 1.706316 -0.212693 0.487565 0.6 0.7 0.9
H -2.392259 -1.327680 1.539139 0.7 0.3 0.5
H -2.007257 0.383022 1.890018 -0.1 -0.4 0.2
H -1.269721 -0.847063 2.883676 0.2 -0.4 0.5
H -0.819064 -0.456202 0.028211 0.7 0.1 -1.3
H 0.998436 -0.574565 2.427022 -0.3 -0.3 0.0
H 2.525623 0.182696 0.980231 -0.3 -1.0 -0.3
H 2.171460 1.479448 -2.324824 -0.3 -0.1 0.4
H 1.367255 1.416990 -0.980324 0.4 -0.5 0.1
O 1.287281 1.508668 -1.935665 -0.3 0.4 -0.6
H -0.587996 0.235406 -2.132351 0.0 0.2 -0.1
H -2.008442 0.739026 -1.816364 0.1 0.0 -0.2
O -1.509937 -0.052163 -2.047086 0.1 -0.1 0.4